No. 1
Formula: C12H11NS
Source: the OMol25 dataset
Level of theory: ωB97M-V with the def2-TZVPD basis set

```
25
Properties=species:S:1:pos:R:3
C -2.6860 1.6532 -0.2608
C -3.1912 0.4047 -0.3577
C -1.3460 1.8612 0.2129
C -2.4485 -0.7776 -0.0514
C -0.6574 0.7758 0.6739
C -1.2410 -0.5352 0.5069
C 2.0632 -1.4357 -0.7446
C 1.2129 -2.4156 -0.5000
C 0.5587 0.0295 1.1458
C 2.1641 -0.2377 -0.1348
C 0.3459 -2.4872 0.7319
C 2.3832 2.4239 -0.0274
N -0.0427 -1.1597 0.9995
S 3.4076 0.9123 0.0334
H -3.1881 2.5009 -0.6429
H -4.2327 0.1451 -0.8181
H -0.7607 2.7895 0.2771
H -2.7895 -1.8232 -0.2565
H 2.6042 -1.4236 -1.6207
H 0.9680 -3.2487 -1.2666
H -0.5741 -3.1775 0.5657
H 0.9605 -2.8840 1.6138
H 2.3345 2.7682 -1.0192
H 2.7339 3.3388 0.6434
H 1.4214 2.0028 0.2964
```

Values from the calculation:
Maximum force ... 5.600 eV Å⁻¹
Gap between HOMO and LUMO (alpha / beta) ... 6.69 / 6.58 eV
2S+1 ... 1
E_HOMO (alpha / beta) ... -0.260 / -0.259 Ha

Results of the Mulliken charge analysis, in e, for atoms 1 through 5: atom 1 (C): -0.62, atom 2 (C): -0.30, atom 3 (C): -0.42, atom 4 (C): -0.74, atom 5 (C): 0.65

No. 2
Formula: C12H11NS2
Source: the OMol25 dataset
Level of theory: ωB97M-V with the def2-TZVPD basis set

```
26
Properties=species:S:1:pos:R:3
C -2.9643 -0.3337 3.2594
C -1.7634 -0.2339 3.8846
C -3.1839 0.1134 1.9630
C -0.7085 0.2919 3.2395
C -2.1457 0.7870 1.2643
C -0.9146 0.8392 1.9631
C 0.2520 -0.2422 -2.2080
C 2.2958 0.8083 -0.3885
C 0.1282 0.1505 -0.9785
C 0.9637 0.8338 -0.1466
C 1.6616 0.0275 -2.7674
C 2.6689 -0.0499 -1.5557
N -2.1947 1.3457 0.0590
S 0.4354 1.7889 1.2444
S -3.3118 1.5396 -1.0215
H -3.8994 -0.5274 3.7490
H -1.6519 -0.5822 4.9448
H -4.1849 -0.1245 1.4278
H 0.2333 0.0836 3.6600
H -0.6050 -0.4528 -2.9837
H 3.0000 1.0790 0.3685
H 1.7248 -0.7659 -3.4459
H 1.6522 1.0454 -3.3202
H 3.6826 0.3637 -1.9473
H 2.7529 -1.1239 -1.2268
H -2.3435 1.7927 -1.9817
```

Values from the calculation:
⟨S²⟩ ... 2.04
Maximum force ... 3.528 eV Å⁻¹
Gap between HOMO and LUMO (alpha / beta) ... 8.10 / 6.50 eV
2S+1 ... 3
E_HOMO (alpha / beta) ... -0.275 / -0.286 Ha

Results of the Mulliken charge analysis, in e, for atoms 1 through 5: atom 1 (C): -0.58, atom 2 (C): -0.42, atom 3 (C): -0.39, atom 4 (C): -0.48, atom 5 (C): 0.89

No. 3
Formula: C12H11OP
Source: the OMol25 dataset
Level of theory: ωB97M-V with the def2-TZVPD basis set

```
25
Properties=species:S:1:pos:R:3
C -0.0603 1.2324 -3.6875
C -0.9154 1.4046 -2.6203
C 1.1039 0.5052 -3.4925
C -0.6810 0.9437 -1.3209
C 1.3847 -0.0406 -2.1586
C 0.5294 0.1803 -1.1906
C -0.4087 -0.0300 2.5208
C 0.0380 0.3838 1.3395
C -1.6022 -2.1367 2.3520
C -1.5094 -2.6828 1.1498
C -0.4982 -1.3988 3.0907
C 0.6406 -0.4499 0.2282
O 0.3910 -2.9300 -0.9768
P -0.1049 -2.2126 0.2177
H -0.3390 1.5935 -4.6934
H -1.8510 1.9599 -2.8663
H 1.7416 0.5136 -4.3976
H -1.3156 1.2909 -0.5674
H 2.2571 -0.6046 -2.2026
H -0.6955 0.7214 3.3073
H -0.0213 1.4416 1.0493
H -2.3637 -2.2902 3.0075
H 0.3897 -2.0116 3.0168
H -0.6538 -1.3411 4.1101
H 1.7426 -0.7551 0.6563
```

Values from the calculation:
Maximum force ... 6.157 eV Å⁻¹
Gap between HOMO and LUMO (alpha / beta) ... 7.43 / 7.43 eV
2S+1 ... 1
E_HOMO (alpha / beta) ... -0.303 / -0.302 Ha

Results of the Mulliken charge analysis, in e, for atoms 1 through 5: atom 1 (C): -0.40, atom 2 (C): -0.54, atom 3 (C): -0.47, atom 4 (C): -0.64, atom 5 (C): -0.44

- maximum force of number 3 (C12H11OP)?
  6.157 eV Å⁻¹